Computed, not measured: a molecular structure, C9H3BrNO3PbS4, with the ωB97M-V functional and the def2-TZVPD basis.

The gap between HOMO and LUMO is 7.2303 eV. The value obtained for the energy relative to the best compared isomer or geometry (same formula, charge and spin) is 0.0 kcal per mole. The calculation puts the electronic energy at -135649.9669 eV.

Geometry as ORCA input:
```
! RIJCOSX wB97M-V def2-TZVPD def2/J DEFGRID3
* xyz -1 1
Pb 2.552 1.803 0.095
Br -1.931 0.092 0.447
C -0.814 -1.107 -0.511
C -1.387 -2.289 -0.963
C -0.576 -3.155 -1.672
C 0.744 -2.809 -1.899
C 1.213 -1.601 -1.402
N 0.438 -0.756 -0.710
C 2.672 -1.221 -1.662
O 3.342 -2.020 -2.309
O 3.075 -0.113 -1.180
H -2.425 -2.505 -0.761
H -0.976 -4.090 -2.047
H 1.431 -3.434 -2.448
O -3.349 3.677 3.569
C -2.349 3.357 2.975
S -1.966 3.868 1.328
C -0.410 3.059 1.191
C -0.005 2.348 2.259
S 1.427 1.357 2.416
S -1.085 2.322 3.646
S 0.379 3.217 -0.362
*
```



Computed, not measured: C3H6N4 in the gas phase in a non-equilibrium geometry, with the ωB97M-V functional and the def2-TZVPD basis.

The gap between HOMO and LUMO is 9.5117 eV. The value obtained for the energy relative to the best compared isomer or geometry (same formula, charge and spin) is 28.2 kcal per mole. The calculation puts the electronic energy at -9167.6332 eV.

Geometry as ORCA input:
```
! RIJCOSX wB97M-V def2-TZVPD def2/J DEFGRID3
* xyz 0 1
C 0.199 0.942 1.353
C 0.465 0.143 0.166
C -0.443 -0.315 -0.790
H 1.047 1.616 1.609
H 0.001 0.240 2.240
H -0.772 1.417 1.048
H 2.503 -0.420 0.218
H -2.217 -0.313 -1.625
H -2.357 -0.712 -0.100
N 1.630 -0.379 -0.251
N 1.520 -1.089 -1.410
N 0.257 -1.064 -1.733
N -1.833 -0.065 -0.726
*
```



Computed, not measured: a molecular structure, C53H40AsF9IrN3O6P in a non-equilibrium geometry, with the ωB97M-V functional and the def2-TZVPD basis.

The gap between HOMO and LUMO (spin up / spin down) is 4.0639 / 3.8085 eV. The value obtained for the energy relative to the best compared isomer or geometry (same formula, charge and spin) is 70.2 kcal per mole. The calculation puts the electronic energy at -169765.7979 eV.

Geometry as ORCA input:
```
! RIJCOSX wB97M-V def2-TZVPD def2/J DEFGRID3
* xyz 3 1
Ir 0.649 0.991 -0.349
O 3.369 2.687 -3.278
C 2.721 2.156 -2.292
O 1.500 2.007 -2.264
C 3.571 1.721 -1.151
C 4.947 1.855 -1.094
C 5.610 1.392 0.037
C 4.871 0.818 1.064
C 3.490 0.758 0.940
N 2.864 1.188 -0.154
C 2.549 0.208 1.955
O 2.954 -0.116 3.149
O 1.377 0.002 1.657
H 2.800 2.971 -4.016
H 5.488 2.305 -1.915
H 6.683 1.491 0.130
H 5.380 0.420 1.932
H 3.875 0.088 3.359
F 1.536 7.628 3.229
C 0.371 7.120 3.642
F -0.576 8.050 3.483
F 0.472 6.853 4.951
C 0.009 5.864 2.881
C -1.189 5.230 3.199
C -1.556 4.078 2.530
C -0.722 3.572 1.535
C 0.478 4.210 1.224
C 0.848 5.361 1.900
P -1.227 2.150 0.541
C -2.088 1.017 1.646
C -1.493 0.733 2.879
C -1.997 -0.280 3.676
C -3.087 -1.015 3.227
C -3.723 -0.701 2.033
C -3.220 0.312 1.238
C -3.518 -2.251 3.979
F -3.149 -2.220 5.258
F -2.908 -3.324 3.408
F -4.830 -2.455 3.905
C -2.462 2.835 -0.600
C -2.114 3.096 -1.925
C -3.007 3.749 -2.764
C -4.236 4.151 -2.261
C -4.587 3.899 -0.940
C -3.705 3.233 -0.109
C -5.251 4.833 -3.153
F -6.197 3.946 -3.520
F -5.865 5.827 -2.513
F -4.693 5.316 -4.264
H -1.827 5.650 3.966
H -2.481 3.578 2.787
H 1.115 3.802 0.445
H 1.770 5.875 1.668
H -0.631 1.301 3.209
H -1.551 -0.510 4.633
H -4.597 -1.261 1.726
H -3.703 0.550 0.298
H -1.136 2.803 -2.295
H -2.749 3.969 -3.791
H -5.541 4.244 -0.564
H -3.987 3.039 0.918
C 6.937 -3.016 0.123
C 6.194 -3.367 1.243
C 4.819 -3.183 1.251
C 4.176 -2.689 0.113
C 4.932 -2.282 -0.986
C 6.307 -2.459 -0.984
As 2.233 -2.613 0.102
C 1.626 -3.338 -1.593
C 0.827 -4.478 -1.647
C 0.431 -4.986 -2.877
C 0.789 -4.337 -4.049
C 1.548 -3.174 -3.997
C 1.947 -2.666 -2.771
C 1.709 -3.860 1.494
C 1.123 -3.381 2.662
C 0.753 -4.265 3.665
C 0.957 -5.627 3.495
C 1.572 -6.101 2.344
C 1.961 -5.224 1.342
H 8.006 -3.178 0.113
H 6.680 -3.796 2.109
H 4.240 -3.457 2.124
H 4.450 -1.860 -1.859
H 6.887 -2.171 -1.851
H 0.531 -4.988 -0.740
H -0.154 -5.896 -2.918
H 0.462 -4.726 -5.004
H 1.823 -2.665 -4.911
H 2.505 -1.736 -2.733
H 0.970 -2.315 2.794
H 0.308 -3.892 4.578
H 0.643 -6.320 4.264
H 1.758 -7.160 2.222
H 2.474 -5.599 0.465
O -4.510 1.514 -5.097
C -4.920 0.292 -4.556
N -3.995 0.016 -3.476
C -3.550 -1.238 -3.226
O -3.885 -2.223 -3.843
C -2.597 -1.363 -2.065
C -2.759 -2.432 -1.186
C -1.910 -2.539 -0.095
C -0.916 -1.595 0.075
N -0.717 -0.615 -0.817
C -1.549 -0.490 -1.862
H -5.191 1.876 -5.671
H -4.855 -0.539 -5.262
H -5.949 0.329 -4.178
H -3.651 0.821 -2.977
H -3.542 -3.155 -1.378
H -2.019 -3.333 0.631
H -0.274 -1.613 0.942
H -1.326 0.297 -2.572
*
```